Entry 1:
The following is a quantum chemistry calculation of a 2-piece molecular cluster, C4H7IN4 overall at a distorted geometry, from the Open Molecules 2025 dataset.

Structure (XYZ):
```
16
Properties=species:S:1:pos:R:3:forces:R:3
C -2.0126 -0.2855 -0.0224 2.21 -0.48 -1.13
C 0.2414 -0.5620 1.0399 2.06 0.61 0.16
C -0.4312 1.6393 0.1486 -2.75 -0.94 -0.73
C -0.9111 0.3667 0.7702 -1.64 -2.01 -0.50
N -1.8375 -1.3091 -0.8181 1.01 -0.38 0.93
N -3.2969 0.2317 -0.2351 -1.04 0.71 0.19
N -3.0141 -1.4409 -1.4624 3.47 -3.49 -1.95
N -3.8223 -0.5873 -1.0972 -4.67 3.92 1.69
I -8.1279 0.1920 0.1697 0.04 -0.01 -0.01
H 0.0040 -1.6053 1.2452 0.04 0.22 -0.06
H 0.6910 -0.0669 1.8922 0.11 -0.52 0.96
H 1.1595 -0.4463 0.3865 -1.54 -0.52 -0.25
H -1.2937 2.1668 -0.2416 0.01 0.78 0.34
H 0.0404 1.2563 -0.6942 1.77 0.17 -1.55
H 0.1172 2.1169 0.8821 1.40 1.48 0.85
H -1.3859 0.5513 1.7060 -0.48 0.47 1.05
```
Forces are in eV/Å.

The electronic energy comes out at -673.1452 hartree. As for the lowest unoccupied orbital energy (spin up / spin down): -4.100 / -3.088 eV. The multiplicity is 1. The HOMO energy (spin up / spin down) is -10.1 / -9.8 eV. Its relative energy (zero: lowest compared OMol25 entry of this formula, charge and spin) is 3.792 eV. Its HOMO-LUMO gap (spin up / spin down) is 6.043 / 6.704 eV.

Mulliken population analysis, charges in e, atoms 1 to 4: C 0.16; C -1.37; C -1.61; C 0.90

---

Entry 2:
The following is a quantum chemistry calculation of a 2-piece molecular cluster, C2HF5N2O overall at a distorted geometry, from the Open Molecules 2025 dataset.

Structure (XYZ):
```
11
Properties=species:S:1:pos:R:3:forces:R:3
C -0.1589 1.5582 1.1257 -1.69 -1.70 -2.22
C 0.1164 -0.3699 -0.1843 1.31 2.11 3.13
N -1.0676 -1.0955 -0.0914 -1.21 -0.44 -0.68
N 0.3798 0.0826 -1.4748 -0.56 0.05 -1.30
O -1.1808 2.0834 1.1068 0.98 -0.15 0.32
F 1.1975 -0.8379 0.5429 -0.35 -0.15 -0.54
F -1.6271 -0.9555 1.1781 0.52 0.03 0.04
F -0.8603 -2.4823 -0.1437 0.39 0.48 0.04
F 1.1933 1.2136 -1.4222 0.17 -0.29 0.36
F 1.1858 -0.8119 -2.2061 -0.12 0.15 0.60
H 0.8219 1.6151 1.5691 0.57 -0.10 0.23
```
Forces are in eV/Å.

The electronic energy comes out at -760.5118 hartree. As for the lowest unoccupied orbital energy (spin up / spin down): -1.215 / -1.215 eV. The multiplicity is 1. The HOMO energy (spin up / spin down) is -10.2 / -10.2 eV. Its relative energy (zero: lowest compared OMol25 entry of this formula, charge and spin) is 1.609 eV. Its HOMO-LUMO gap (spin up / spin down) is 8.959 / 8.960 eV.

Mulliken population analysis, charges in e, atoms 1 to 4: C 0.32; C 0.28; N 0.11; N 0.12

---

Entry 3:
The following is a quantum chemistry calculation of C53H63Br2ClN5O2PbSSi2Te as an isolated structure, from the Open Molecules 2025 dataset.

Structure (XYZ):
```
131
Properties=species:S:1:pos:R:3:forces:R:3
Pb 0.2323 0.7056 -1.1812 0.58 0.28 0.39
C 1.1985 0.6993 7.5693 -0.04 -0.02 0.02
C 2.3125 0.9132 6.5333 0.00 -0.02 -0.03
C 3.4828 -0.0258 6.8616 0.05 -0.03 0.00
C 2.8138 2.3512 6.6642 0.01 0.07 -0.01
C 1.7826 0.6222 5.1302 -0.09 -0.09 -0.13
C 1.7054 1.5799 4.1208 0.04 -0.07 0.10
C 1.2065 1.2335 2.8855 0.06 -0.13 -0.11
Br 1.1688 2.5219 1.5089 -0.02 0.45 0.01
C 0.7345 -0.0551 2.4975 0.08 -0.08 0.19
O 0.3197 -0.2805 1.3122 -0.08 -0.30 0.02
C 0.8141 -1.0298 3.5556 -0.06 -0.08 0.04
C 1.3273 -0.6555 4.7944 -0.02 0.07 0.03
C 0.3639 -2.5032 3.4224 0.05 0.04 -0.07
C -0.2198 -2.8897 2.0559 0.05 0.14 0.40
C 1.5625 -3.4308 3.6810 0.05 -0.03 -0.01
C -0.7271 -2.7977 4.4664 -0.04 0.00 0.02
H 1.5642 0.9004 8.5840 -0.02 -0.01 -0.06
H 0.8253 -0.3276 7.5382 0.02 0.05 0.00
H 0.3556 1.3646 7.3642 0.04 -0.03 0.01
H 3.8543 0.1584 7.8772 -0.02 -0.01 -0.05
H 4.3040 0.1291 6.1565 -0.04 -0.01 0.03
H 3.1830 -1.0742 6.7950 0.01 0.05 0.01
H 3.2149 2.5122 7.6699 -0.01 0.00 -0.03
H 2.0086 3.0733 6.5025 0.04 -0.05 0.00
H 3.6075 2.5634 5.9429 -0.03 -0.02 0.04
H 2.0424 2.5990 4.2719 -0.03 -0.08 -0.01
H 1.3727 -1.4229 5.5642 0.01 0.05 -0.03
H 0.4989 -2.7497 1.2480 -0.03 -0.02 0.14
H -1.0912 -2.2877 1.8054 0.12 -0.08 0.22
H -0.5164 -3.9472 2.0898 0.02 0.14 0.03
H 2.3546 -3.2343 2.9529 -0.02 -0.01 0.02
H 1.2577 -4.4793 3.5817 0.01 0.04 0.00
H 1.9838 -3.2929 4.6804 -0.02 0.00 -0.05
H -1.5854 -2.1380 4.3111 0.04 -0.04 0.00
H -0.3703 -2.6481 5.4889 -0.02 -0.01 -0.05
H -1.0698 -3.8348 4.3729 0.02 0.05 0.01
O 1.3352 -1.0200 -2.8081 0.19 0.08 -0.47
N 1.5865 -0.5291 -3.9986 0.10 -0.02 0.09
C 2.8251 -0.7247 -4.5134 -0.24 0.03 0.15
C 3.1730 -0.2727 -5.7594 0.03 -0.01 0.00
C 2.2202 0.4150 -6.5085 -0.05 0.04 0.04
C 0.9749 0.6314 -5.9650 0.03 0.06 0.01
C 0.6274 0.1820 -4.6795 -0.16 -0.11 0.18
S -0.8962 0.4919 -3.9364 -0.03 -0.35 -0.29
H 3.4849 -1.2444 -3.8354 0.03 0.00 -0.01
H 4.1784 -0.4414 -6.1187 -0.01 0.00 -0.01
H 2.4597 0.8006 -7.4922 -0.01 -0.02 0.02
H 0.2198 1.1890 -6.5009 0.00 0.00 0.01
Br 1.1832 7.0397 -5.9448 0.00 0.01 0.01
C 1.6037 5.4878 -4.9119 0.03 -0.10 0.06
C 0.6449 4.4923 -4.7456 0.09 -0.06 0.02
C 0.9352 3.3896 -3.9706 0.05 0.07 -0.02
C 2.1915 3.2201 -3.3422 0.05 0.03 -0.06
C 3.1322 4.2601 -3.5259 -0.03 0.00 -0.05
C 2.8380 5.3777 -4.3011 0.06 -0.06 0.06
N 2.3836 2.1090 -2.5600 0.28 0.07 -0.01
C 3.6375 1.7029 -2.3163 -0.22 0.04 -0.06
C 3.9872 0.7178 -1.3581 -0.13 -0.04 -0.03
C 5.3330 0.2657 -1.2491 -0.04 0.00 0.00
C 5.6641 -0.6737 -0.3063 -0.04 0.02 -0.03
C 4.6692 -1.1812 0.5416 -0.07 0.02 -0.01
C 3.3751 -0.7029 0.3700 0.03 0.21 -0.15
N 3.0255 0.2033 -0.5381 0.08 -0.12 0.15
H -0.3295 4.5885 -5.2089 0.00 -0.01 0.01
H 0.1808 2.6210 -3.8183 0.14 0.23 -0.09
H 4.0829 4.2189 -3.0083 -0.01 0.00 -0.02
H 3.5646 6.1743 -4.4010 0.01 0.00 0.00
H 4.4658 2.0816 -2.9212 -0.01 0.06 -0.01
H 6.0844 0.6767 -1.9163 -0.03 -0.01 0.03
H 6.6894 -1.0166 -0.2189 0.01 -0.01 0.01
H 4.8846 -1.9158 1.3062 0.01 0.00 -0.01
H 2.5615 -1.0509 1.0026 0.05 -0.01 -0.05
Cl 2.0115 7.3640 -1.2600 -0.02 -0.03 -0.03
C 0.7379 6.1993 -1.4920 0.03 -0.08 0.03
C -0.4060 6.5456 -2.1823 -0.11 0.03 -0.05
C -1.3918 5.5825 -2.3251 -0.05 0.00 0.08
C -1.1888 4.3227 -1.7760 0.12 0.08 0.10
N -0.0763 3.9971 -1.1185 -0.03 0.13 -0.03
C 0.8751 4.9179 -0.9815 -0.13 -0.13 -0.06
H -0.5108 7.5391 -2.5995 -0.01 -0.03 -0.02
H -2.3077 5.8020 -2.8609 0.05 -0.01 0.01
H -1.9334 3.5372 -1.8638 0.03 0.01 0.03
H 1.7812 4.6300 -0.4575 -0.03 -0.03 -0.03
C 1.1258 -5.6823 -3.2486 0.10 -0.12 -0.15
Si 0.6297 -4.5749 -1.8170 -0.08 0.18 0.00
C -0.1099 -5.6637 -0.4849 -0.15 -0.17 0.11
C 2.1135 -3.6774 -1.1535 0.23 0.11 0.07
C -0.6086 -3.3272 -2.4329 -0.06 0.05 -0.25
Te -1.3744 -2.0591 -0.8998 -0.38 -0.01 -0.28
C -3.1415 -1.5781 -2.0025 0.00 0.10 -0.18
Si -4.5980 -2.6052 -1.4796 0.14 0.09 -0.05
C -6.0659 -2.2099 -2.5793 -0.20 0.03 -0.09
C -5.0414 -2.1867 0.2852 -0.02 0.05 0.20
C -4.2226 -4.4335 -1.6311 0.05 -0.21 -0.01
H 1.8642 -6.4264 -2.9283 -0.05 0.04 -0.05
H 1.5661 -5.0965 -4.0629 -0.04 -0.05 0.07
H 0.2560 -6.2165 -3.6471 0.08 0.04 0.03
H 0.6655 -6.2949 -0.0358 -0.07 0.02 -0.03
H -0.8861 -6.3198 -0.8980 0.07 0.05 0.05
H -0.5637 -5.0676 0.3135 0.07 -0.08 -0.15
H 2.8747 -4.3799 -0.7981 0.01 0.06 0.00
H 1.8473 -3.0225 -0.3148 0.04 -0.10 -0.14
H 2.5468 -3.0246 -1.9205 -0.07 -0.09 0.13
H -1.4679 -3.8009 -2.9166 0.02 -0.02 0.07
H -0.1216 -2.6323 -3.1293 -0.12 -0.18 0.06
H -2.8588 -1.6652 -3.0552 -0.06 0.02 0.06
H -3.3263 -0.5188 -1.7995 0.04 -0.03 -0.02
H -6.2625 -1.1321 -2.5768 0.01 -0.10 0.00
H -6.9732 -2.7194 -2.2341 0.06 0.04 -0.05
H -5.8761 -2.5144 -3.6141 -0.02 0.03 0.08
H -5.5187 -1.2021 0.3366 0.04 -0.05 0.02
H -4.1438 -2.1502 0.9120 -0.08 -0.03 -0.04
H -5.7264 -2.9244 0.7166 0.02 0.07 -0.02
H -4.1229 -4.7306 -2.6811 0.00 0.01 0.08
H -5.0228 -5.0321 -1.1831 0.04 0.01 -0.05
H -3.2875 -4.6809 -1.1167 -0.08 0.02 -0.03
N -9.0228 2.7062 3.5340 -0.10 0.02 0.06
C -8.0379 2.5201 2.9687 0.37 -0.07 -0.22
C -6.8052 2.2882 2.2535 -0.33 0.06 0.21
C -5.7624 1.5861 2.8574 0.15 -0.08 -0.01
C -4.5864 1.3623 2.1673 -0.06 0.01 0.12
C -4.4163 1.8317 0.8548 0.23 -0.05 -0.09
C -5.4751 2.5403 0.2662 -0.13 0.02 0.05
C -6.6534 2.7658 0.9535 0.12 0.00 -0.14
C -3.2072 1.5754 0.1433 -0.25 -0.03 0.04
C -2.1761 1.2970 -0.4617 -0.26 0.06 -0.01
H -5.8802 1.2171 3.8680 0.00 0.00 0.00
H -3.7710 0.8207 2.6295 -0.02 0.01 -0.01
H -5.3534 2.9041 -0.7448 0.00 0.01 -0.01
H -7.4628 3.3112 0.4874 -0.02 0.01 -0.02
```
Forces are in eV/Å.

The electronic energy comes out at -9527.9888 hartree. As for the lowest unoccupied orbital energy (spin up / spin down): 3.663 / 3.659 eV. The multiplicity is 2. The HOMO energy (spin up / spin down) is -0.7 / -2.4 eV. Its relative energy (zero: lowest compared OMol25 entry of this formula, charge and spin) is 0.228 eV. Its expectation value of S² is 0.774. Its HOMO-LUMO gap (spin up / spin down) is 4.340 / 6.028 eV. Its net charge is -2.

Mulliken population analysis, charges in e, atoms 1 to 4: Pb 1.46; C -1.64; C 2.09; C -1.66